# C9H17FN3O5

2 unconnected molecules or ions with the total composition C9H17FN3O5 (ωB97M-V with the def2-TZVPD basis set, the OMol25 dataset).

Computed properties:
orbital gap = 10.97 eV
charge = +1
HOMO energy = -13.60 eV

Element x y z (Å)
C -1.695 0.845 -1.466
C -0.233 1.097 -1.142
O 0.486 1.508 -2.299
C 0.350 -0.245 -0.667
N 1.815 -0.343 -0.754
C 2.683 0.498 -0.257
N 2.333 1.569 0.519
C 3.572 2.308 0.797
C 4.661 1.253 0.643
O 5.925 1.685 0.338
N 4.015 0.458 -0.460
H -1.748 0.295 -2.406
H -2.148 0.233 -0.687
H -2.269 1.764 -1.566
H -0.147 1.852 -0.360
H 0.746 2.430 -2.220
H -0.032 -1.039 -1.302
H 0.016 -0.470 0.348
H 2.184 -1.122 -1.279
H 1.747 1.326 1.310
H 3.704 3.029 -0.017
H 3.556 2.845 1.738
H 4.759 0.615 1.525
H 5.917 2.329 -0.382
H 4.437 -0.421 -0.729
C -5.096 -3.194 1.153
C -4.958 -1.728 1.530
O -3.599 -1.457 1.223
C -3.148 -2.391 0.347
O -2.094 -2.331 -0.203
O -4.058 -3.362 0.181
F -5.159 -1.515 2.847
H -4.880 -3.817 2.022
H -6.050 -3.462 0.713
H -5.590 -1.041 0.963